Record 1
37
Properties=species:S:1:pos:R:3:forces:R:3:lowdin_charge:R:1 method="wB97M-V/def2-TZVPD" e_homo_ev="-4.0 / -4.0" spin_multiplicity=6 de_lowest_kj_mol=105.8 s_squared=8.791 lumo_ev="3.40 / 1.21" charge=-1 fmax_ev_per_a=3.28
C 2.330 -0.321 0.837 -0.080 -1.125 0.331 -0.34
C 2.004 -1.074 -0.361 0.339 -0.749 1.041 -0.16
C 1.024 -2.024 -0.022 0.187 0.660 0.053 -0.17
H 2.536 -1.003 -1.308 -0.205 0.072 0.239 0.08
C 0.597 -1.802 1.313 0.806 0.780 0.168 -0.14
C 1.371 -0.744 1.869 0.812 -1.451 -0.496 -0.22
H 1.398 -0.488 2.932 -0.063 0.074 -0.506 0.09
H 3.302 0.168 1.040 -0.644 -0.217 -0.206 0.10
H 0.651 -2.826 -0.655 -0.065 0.372 -0.076 0.08
H -0.171 -2.368 1.830 0.070 0.195 -0.070 0.08
Fe 1.117 1.319 0.818 -1.689 -0.939 -0.476 0.36
Cl 1.413 2.363 -1.049 0.097 0.945 -1.226 -0.01
C -2.003 0.549 -1.267 -1.395 -0.995 1.293 -0.08
C -2.596 -0.690 -0.888 0.218 0.642 -0.027 -0.13
C -1.999 -1.714 -1.660 -0.565 1.114 0.173 -0.10
H -3.377 -0.882 -0.144 0.507 0.364 -0.303 0.08
C -1.072 -1.125 -2.577 0.566 2.486 -0.068 -0.12
C -1.057 0.280 -2.322 0.848 -2.721 -1.619 -0.11
H -0.420 1.002 -2.841 -0.375 -0.287 0.412 0.06
H -2.238 1.530 -0.807 0.362 -0.809 -0.547 0.10
H -2.261 -2.752 -1.606 0.023 -0.325 0.056 0.09
H -0.487 -1.690 -3.310 -0.151 0.472 0.371 0.09
C -2.857 1.029 2.056 -0.504 -0.273 -0.250 -0.07
C -1.683 1.732 2.632 2.024 1.204 1.023 -0.35
C -1.663 2.531 3.799 0.423 -0.754 -0.953 -0.10
C -0.323 2.969 4.001 0.334 -0.292 -0.550 -0.10
C 0.442 2.433 2.957 -2.542 0.286 0.669 -0.42
C 1.889 2.582 2.667 0.680 0.654 0.819 -0.10
N -0.383 1.710 2.125 -0.471 0.163 0.148 -0.03
H -3.160 1.442 1.078 0.045 -0.137 0.354 0.05
H -3.710 1.150 2.748 0.300 -0.013 -0.287 0.07
H -2.705 -0.055 1.910 0.133 0.452 0.096 0.06
H -2.532 2.718 4.407 -0.016 0.108 0.165 0.07
H 0.087 3.599 4.776 -0.186 0.048 0.156 0.07
H 2.225 3.507 3.131 0.046 0.246 -0.084 0.09
H 2.508 1.822 3.148 0.040 -0.323 -0.288 0.08
H 2.177 2.721 1.599 0.091 0.074 0.464 0.03


Record 2
60
Properties=species:S:1:pos:R:3:forces:R:3:lowdin_charge:R:1 method="wB97M-V/def2-TZVPD" e_homo_ev=-9.8 de_lowest_kj_mol=295.9 lumo_ev=0.50 smiles=CC(C)O.CC(C)O.CC(C)O.CO.CO.CO.CO fmax_ev_per_a=2.60
C -3.091 -2.529 1.289 0.437 0.713 -0.247 -0.04
C -1.894 -2.999 2.141 -1.378 -0.474 -0.531 -0.52
C -1.244 -4.254 1.594 -0.486 -0.700 0.161 -0.05
O -0.986 -1.988 2.306 1.195 2.286 -0.352 -0.04
H -3.617 -1.694 1.751 -0.108 -0.224 0.613 0.06
H -3.798 -3.341 1.121 0.093 0.024 -0.044 0.08
H -2.807 -2.050 0.352 0.371 -0.568 -0.405 0.07
H -2.396 -3.147 3.097 0.357 -0.771 0.467 0.13
H -0.225 -4.488 1.904 -0.016 0.331 0.789 0.08
H -1.130 -4.309 0.511 -0.655 0.244 -0.153 0.08
H -1.906 -5.027 1.984 0.271 -0.630 -0.546 0.08
H -0.130 -2.327 2.579 -0.069 -0.118 0.077 0.10
C 3.786 1.617 1.598 0.154 -0.860 -0.528 -0.03
C 4.261 1.036 0.209 -0.031 0.983 1.169 -0.49
C 5.673 1.391 -0.152 0.815 0.356 -0.382 -0.07
O 4.233 -0.364 0.246 -0.539 -0.975 0.475 -0.05
H 4.517 1.464 2.393 0.564 0.325 -0.237 0.08
H 2.969 1.010 1.989 -0.462 0.076 -0.375 0.04
H 3.443 2.651 1.592 0.205 -0.022 -0.187 0.08
H 3.560 1.370 -0.556 0.018 0.130 -0.096 0.11
H 6.028 0.842 -1.024 -0.524 0.174 -0.477 0.08
H 6.404 1.028 0.570 -0.269 0.338 0.641 0.08
H 5.791 2.461 -0.324 0.180 0.030 0.041 0.08
H 3.992 -0.570 1.152 -0.029 -0.534 -0.051 0.08
C 0.904 0.885 -1.085 1.332 -0.941 -0.062 -0.05
C -0.306 0.094 -1.560 0.722 1.862 0.770 -0.49
C -0.086 -1.254 -2.102 0.716 -1.787 -0.776 -0.05
O -1.172 0.030 -0.450 -1.900 0.498 -0.107 -0.06
H 0.766 1.935 -0.825 -0.715 -0.150 0.049 0.08
H 1.681 0.893 -1.850 0.173 -0.174 -0.091 0.08
H 1.294 0.356 -0.216 0.390 0.125 0.149 0.07
H -0.630 0.778 -2.345 -1.440 -0.307 0.034 0.14
H -0.974 -1.791 -2.436 -0.423 0.581 -0.092 0.07
H 0.310 -1.960 -1.372 0.442 0.226 0.366 0.09
H 0.589 -1.266 -2.957 0.117 0.113 0.004 0.09
H -0.864 -0.551 0.250 0.579 -0.338 -0.056 0.07
C -3.634 1.644 2.085 -0.159 -0.294 -0.409 -0.16
O -2.408 1.761 1.414 0.400 0.795 -0.007 -0.13
H -4.469 1.750 1.392 -0.249 -0.301 -0.194 0.07
H -3.608 0.643 2.516 -0.779 0.166 0.679 0.07
H -3.792 2.460 2.789 0.492 -0.261 0.332 0.08
H -2.297 0.966 0.887 0.297 0.093 -0.431 0.03
C 0.427 1.311 3.144 -1.317 0.422 -0.656 -0.18
O 1.459 1.643 4.020 0.813 -0.474 0.779 -0.11
H 0.747 1.160 2.113 0.287 0.061 -0.144 0.05
H -0.108 0.406 3.433 0.419 -0.186 0.400 0.07
H -0.361 2.063 3.112 0.042 0.207 -0.059 0.07
H 1.630 2.586 4.083 -0.330 -0.041 -0.322 0.08
C -0.793 4.614 -2.374 -0.056 -1.057 -0.482 -0.16
O 0.424 5.162 -1.909 0.001 0.375 -0.170 -0.12
H -1.702 5.096 -2.012 0.268 0.299 0.100 0.08
H -0.762 4.609 -3.464 -0.507 0.185 -0.129 0.08
H -0.833 3.558 -2.104 -0.200 -0.114 0.278 0.06
H 0.894 5.310 -2.732 0.502 0.273 0.426 0.07
C -2.238 -3.801 -4.609 -1.183 -0.688 -0.032 -0.19
O -1.891 -2.512 -5.000 0.597 0.951 -0.212 -0.12
H -2.797 -4.294 -5.404 0.123 -0.220 -0.298 0.07
H -1.374 -4.422 -4.371 0.062 0.254 0.171 0.08
H -2.961 -3.757 -3.794 0.301 -0.285 0.467 0.08
H -2.498 -1.891 -4.590 0.091 -0.001 -0.094 0.08


Record 3
94
Properties=species:S:1:pos:R:3:forces:R:3:lowdin_charge:R:1 method="wB97M-V/def2-TZVPD" e_homo_ev=-10.4 lumo_ev=0.18 smiles="C[N+](=O)[O-].C[N+](=O)[O-].COC(=O)OC.COC(=O)OC.COC(=O)OC.COC(=O)OC.ClCCCl.ClCCCl.ClCCCl.ClCCCl" fmax_ev_per_a=2.48
C -1.868 -2.543 2.810 0.230 -0.770 0.442 0.05
N -2.622 -2.529 1.532 0.087 1.037 0.663 -0.43
O -3.749 -2.111 1.550 -1.048 0.047 0.332 0.08
O -2.033 -2.808 0.527 0.998 -0.798 -1.001 0.02
H -2.504 -2.155 3.590 -0.042 0.367 0.010 0.09
H -0.938 -2.006 2.662 -0.090 0.284 -0.046 0.08
H -1.617 -3.575 3.062 -0.151 0.044 -0.248 0.08
C -0.270 -5.434 1.126 0.635 -0.294 0.033 0.03
N -1.738 -5.596 1.023 -0.353 0.707 0.849 -0.44
O -2.214 -5.741 -0.072 -0.146 -0.211 -0.014 0.09
O -2.370 -5.547 2.084 0.473 -0.176 -0.936 0.03
H 0.038 -4.496 1.576 -0.610 0.183 0.158 0.05
H 0.160 -5.460 0.132 -0.104 -0.296 -0.091 0.09
H 0.067 -6.244 1.767 0.129 -0.074 -0.149 0.10
C -0.379 -3.788 -2.868 0.600 -2.111 1.129 -0.07
O -0.983 -2.971 -3.825 0.094 0.956 0.164 0.02
C -1.266 -3.589 -4.972 -0.205 1.061 0.399 -0.64
O -1.175 -4.752 -5.171 0.210 -1.640 -0.301 0.15
O -1.675 -2.678 -5.840 -0.304 0.312 -0.241 0.01
C -2.103 -3.215 -7.099 0.526 0.513 -0.120 -0.03
H 0.527 -4.276 -3.248 -0.100 0.199 -0.238 0.10
H -1.030 -4.610 -2.542 -0.156 0.161 -0.337 0.10
H -0.095 -3.318 -1.928 -0.289 1.019 -0.404 0.08
H -2.231 -2.345 -7.735 -0.171 0.010 -0.006 0.09
H -3.033 -3.760 -6.998 -0.041 -0.186 0.041 0.10
H -1.305 -3.825 -7.517 -0.176 -0.246 0.001 0.10
C 4.592 0.368 -2.525 0.756 0.677 -0.449 -0.05
O 4.155 -0.649 -1.669 -0.638 -1.186 0.620 -0.02
C 4.201 -1.913 -2.146 -0.860 0.718 1.644 -0.62
O 4.767 -2.280 -3.107 1.198 -0.570 -2.097 0.16
O 3.496 -2.685 -1.329 -0.398 0.851 0.521 -0.06
C 3.378 -4.055 -1.623 1.178 -0.720 -0.204 -0.05
H 3.742 0.984 -2.801 -0.077 0.043 -0.122 0.09
H 5.090 -0.047 -3.397 -0.128 0.005 -0.141 0.09
H 5.318 0.977 -1.988 -0.075 0.055 0.084 0.09
H 2.433 -4.388 -1.220 -0.213 -0.049 -0.058 0.07
H 4.206 -4.591 -1.141 -0.247 0.026 0.159 0.10
H 3.511 -4.267 -2.684 -0.442 0.198 -0.066 0.10
C -4.382 1.061 5.390 0.225 -0.207 0.740 -0.02
O -3.052 1.479 5.766 -1.218 -0.095 0.747 0.01
C -2.150 1.607 4.813 -0.038 0.484 0.705 -0.68
O -2.244 1.214 3.702 -0.198 -0.898 -2.221 0.12
O -1.148 2.269 5.327 1.790 0.897 0.264 0.01
C 0.010 2.644 4.504 -0.800 -0.286 0.347 -0.03
H -4.358 0.158 4.798 0.054 -0.006 -0.438 0.08
H -4.938 1.868 4.921 0.199 0.038 -0.329 0.10
H -4.890 0.820 6.327 0.209 0.109 -0.025 0.09
H -0.203 2.560 3.439 -0.187 -0.075 0.095 0.09
H 0.855 2.018 4.784 -0.315 0.111 -0.082 -0.03
H 0.208 3.679 4.769 0.053 -0.003 -0.034 0.09
C -3.550 5.439 -5.501 0.007 0.505 0.124 -0.04
O -3.443 4.302 -4.650 -0.072 -0.709 -0.540 0.01
C -2.477 4.337 -3.748 -0.753 -1.213 0.518 -0.63
O -1.904 5.310 -3.400 1.330 1.321 0.361 0.15
O -2.323 3.101 -3.224 0.001 0.168 -0.693 -0.02
C -1.085 2.834 -2.580 0.720 -0.925 0.130 -0.11
H -2.601 5.964 -5.605 0.026 -0.123 0.159 0.09
H -4.279 6.129 -5.078 -0.054 0.016 -0.147 0.10
H -3.855 5.082 -6.478 -0.227 -0.101 0.009 0.09
H -0.195 3.110 -3.153 -0.370 0.701 -0.054 0.10
H -0.970 1.748 -2.531 -0.571 0.042 0.105 0.05
H -1.034 3.209 -1.563 -0.131 0.389 -0.037 0.06
Cl 1.210 2.094 -0.356 -0.277 0.015 -0.101 0.65
C 1.459 0.569 0.520 1.041 -0.227 0.339 -0.67
C 0.782 -0.610 -0.115 -0.498 -0.377 0.046 -0.59
Cl 1.357 -2.083 0.740 -0.144 0.062 0.217 0.64
H 1.159 0.683 1.557 -0.335 0.184 -0.062 0.03
H 2.537 0.415 0.545 0.000 -0.045 -0.146 0.04
H 0.998 -0.770 -1.165 0.217 0.236 -0.091 0.07
H -0.297 -0.589 0.016 -0.057 0.030 -0.070 0.03
Cl 2.544 0.247 3.946 0.103 -0.250 0.304 0.60
C 3.867 0.356 5.153 0.890 0.483 -1.363 -0.64
C 3.438 0.561 6.550 -0.676 0.219 0.536 -0.62
Cl 2.537 2.099 6.745 0.062 -0.036 0.081 0.59
H 4.477 1.196 4.821 -0.083 0.072 0.026 0.07
H 4.496 -0.519 5.012 -0.204 -0.258 0.263 0.08
H 4.297 0.680 7.199 0.182 -0.323 0.049 0.07
H 2.782 -0.235 6.884 0.017 -0.053 0.201 0.07
Cl 3.461 6.440 0.429 0.056 -0.192 -0.074 0.54
C 4.334 4.891 0.185 0.224 0.311 0.292 -0.67
C 3.911 3.898 1.261 -0.096 0.243 -1.104 -0.65
Cl 5.004 2.484 1.056 -0.374 -0.036 0.292 0.55
H 5.401 5.100 0.206 -0.040 0.081 0.236 0.06
H 4.112 4.525 -0.813 -0.246 -0.076 0.049 0.06
H 2.883 3.622 1.031 0.142 -0.379 0.261 0.01
H 3.960 4.287 2.268 0.333 0.026 0.113 0.07
Cl -2.823 -0.219 -1.520 0.365 -0.288 -0.200 0.63
C -3.081 0.849 -0.132 -0.862 -0.033 0.249 -0.66
C -4.144 1.836 -0.544 -0.060 0.107 -0.277 -0.67
Cl -4.537 2.902 0.827 -0.034 0.132 0.066 0.56
H -2.155 1.281 0.219 0.248 0.226 -0.155 0.06
H -3.532 0.270 0.666 0.309 -0.321 0.162 0.05
H -5.033 1.272 -0.810 -0.141 0.075 0.101 0.07
H -3.879 2.444 -1.403 0.210 0.104 0.077 0.05